(1)
{"formula": "C42H46Br2CeF5N3O3P2S", "method": "wB97M-V/def2-TZVPD", "symbols": ["Ce", "C", "C", "C", "P", "C", "C", "C", "C", "C", "C", "C", "C", "C", "C", "N", "C", "C", "C", "C", "C", "C", "C", "P", "C", "C", "C", "C", "C", "C", "H", "H", "H", "H", "H", "H", "H", "H", "H", "H", "H", "H", "H", "H", "H", "H", "H", "H", "H", "H", "H", "H", "H", "H", "H", "H", "H", "H", "H", "H", "H", "H", "H", "H", "H", "H", "H", "H", "H", "H", "C", "C", "C", "C", "C", "C", "Br", "C", "C", "Br", "C", "O", "C", "N", "H", "H", "H", "H", "H", "H", "O", "N", "O", "F", "C", "C", "F", "C", "F", "C", "S", "C", "F", "C", "F"], "xyz": [[0.457573, 1.317711, -0.663888], [-0.657819, -4.781491, -0.084000], [0.178086, -3.680095, 0.557305], [1.408364, -4.300090, 1.314401], [0.826983, -2.309174, -0.516106], [2.012648, -3.093161, -1.795071], [3.445705, -3.075628, -1.258639], [1.697786, -4.465615, -2.388521], [-0.669643, -1.840114, -1.440935], [-0.824796, -2.263152, -2.765809], [-2.059437, -2.135017, -3.399654], [-2.265942, -2.779757, -4.759837], [-3.074797, -1.334413, -2.789709], [-2.912637, -0.834895, -1.501380], [-1.678991, -1.033620, -0.832961], [-1.267750, -0.391009, 0.347467], [-2.074360, -0.364768, 1.447861], [-3.339014, -0.996484, 1.485093], [-4.051922, -1.104308, 2.657946], [-3.516634, -0.661233, 3.859213], [-4.304296, -0.822053, 5.145612], [-2.218086, -0.041048, 3.847456], [-1.539040, 0.194876, 2.672976], [0.054103, 0.945056, 2.701301], [0.128014, 2.365539, 3.922047], [-1.250658, 3.042807, 3.970452], [0.704117, 2.160358, 5.359036], [1.087539, -0.450873, 3.364194], [0.840346, -1.088186, 4.724728], [2.551083, 0.088234, 3.312220], [-1.214829, -5.319214, 0.676453], [-0.016422, -5.521443, -0.623980], [-1.378172, -4.422007, -0.801713], [-0.449989, -3.111637, 1.287950], [1.950897, -5.003328, 0.681617], [1.065217, -4.854867, 2.183632], [2.106482, -3.541689, 1.671895], [1.918780, -2.323297, -2.589553], [3.654397, -3.944148, -0.657659], [3.702051, -2.196738, -0.668249], [4.168893, -3.099273, -2.077327], [2.037444, -5.274486, -1.731709], [2.226991, -4.619900, -3.328018], [0.630243, -4.655359, -2.607307], [0.029716, -2.716794, -3.285472], [-1.359068, -2.661363, -5.385748], [-3.056115, -2.282909, -5.303500], [-2.491290, -3.842490, -4.714561], [-3.932485, -1.124202, -3.433784], [-3.750668, -0.294683, -1.041259], [-3.690436, -1.507858, 0.592225], [-5.045047, -1.542955, 2.659580], [-5.082542, -1.611140, 5.036197], [-4.823654, 0.094459, 5.464168], [-3.661406, -1.148479, 5.993718], [-1.769050, 0.306630, 4.775276], [0.813118, 3.088691, 3.411936], [-1.948048, 2.540557, 4.642738], [-1.734155, 3.066459, 2.993478], [-1.124009, 4.090353, 4.305137], [0.068967, 1.508511, 5.964523], [0.710915, 3.133224, 5.846454], [1.736692, 1.772084, 5.348673], [0.970801, -1.253183, 2.602320], [1.114762, -0.369908, 5.537842], [1.515176, -1.943638, 4.797051], [-0.177432, -1.460710, 4.870979], [2.699446, 0.920937, 4.026008], [2.842944, 0.477307, 2.351921], [3.275546, -0.687206, 3.579010], [-1.035231, 1.552740, -4.375742], [0.410765, 1.281906, -4.333517], [1.036579, 1.245323, -5.627479], [2.349719, 0.847811, -5.771125], [3.129456, 0.697887, -4.584530], [4.536696, 0.598057, -4.608418], [5.454684, 0.760398, -6.196579], [5.265229, 0.557558, -3.429106], [4.618268, 0.479262, -2.210629], [5.764992, 0.265177, -0.735162], [3.173611, 0.486548, -2.133980], [2.554380, 0.279562, -1.029685], [2.445317, 0.755529, -3.359096], [1.077069, 0.998569, -3.213823], [-1.220538, 2.582268, -4.714663], [-1.422785, 1.479614, -3.349876], [-1.598123, 0.851157, -5.005888], [0.432202, 1.503799, -6.509022], [2.791334, 0.650530, -6.746448], [6.364012, 0.550267, -3.442514], [2.165444, 2.468437, 0.788567], [2.421934, 3.433375, -0.077899], [1.659433, 3.284649, -1.161562], [-2.113373, 7.992883, 1.625804], [-1.932007, 6.879683, 0.897020], [-0.975319, 5.927531, 1.246382], [-0.123004, 6.096781, 2.303388], [-0.963253, 4.743939, 0.541395], [-0.076388, 3.791953, 0.894921], [-1.858602, 4.378412, -0.495746], [-1.996903, 2.757964, -1.049766], [-2.728143, 5.410844, -0.895923], [-3.458024, 5.268603, -1.991911], [-2.746281, 6.616392, -0.192655], [-3.624345, 7.591927, -0.598455]], "atomic_forces_ev_per_a": [[-0.444, -1.440, 1.682], [0.649, -0.671, -0.280], [0.536, 0.012, 0.520], [-0.798, 0.361, -0.150], [0.841, 0.241, 0.510], [-0.826, 0.650, 0.133], [0.248, 0.447, -0.332], [-0.513, -0.455, -0.163], [-0.150, 0.260, -0.984], [-0.682, -0.220, 0.143], [-0.055, 0.771, -0.225], [0.761, 0.697, -0.158], [1.025, -1.150, -0.496], [-0.090, 0.089, -0.685], [0.594, 0.025, 0.574], [-0.118, -0.004, -0.494], [0.302, -0.035, 0.218], [0.504, -0.100, -0.247], [0.255, 0.249, 0.539], [0.847, 0.584, 0.689], [-0.047, -0.558, 0.406], [-2.028, -0.500, -0.027], [-1.536, -0.861, -0.081], [1.259, -0.058, -0.891], [0.220, 0.252, 0.224], [0.205, 0.629, 0.172], [-0.217, -0.040, -0.699], [1.051, 0.306, -0.493], [0.173, 0.582, 0.565], [-0.087, -0.194, 0.625], [-0.078, -0.206, 0.213], [-0.444, 0.549, 0.513], [-0.277, 0.360, -0.247], [0.380, -0.408, -0.399], [-0.011, 0.081, -0.130], [-0.107, -0.144, 0.146], [-0.031, 0.090, -0.091], [0.282, -0.310, 0.225], [-0.048, -0.434, 0.374], [-0.287, 0.134, 0.013], [-0.054, -0.051, -0.177], [-0.095, 0.166, 0.079], [0.200, 0.108, -0.160], [0.488, 0.254, 0.191], [-0.678, -0.045, 0.180], [-0.308, -0.153, 0.335], [-0.426, 0.071, -0.148], [-0.062, -0.098, 0.173], [-0.120, -0.060, 0.622], [0.740, 0.092, -0.222], [-0.055, 0.243, 0.313], [0.074, -0.140, -0.033], [0.451, 0.500, -0.007], [0.178, -0.132, -0.123], [-0.282, 0.271, -0.500], [-0.223, -0.133, 0.038], [-0.421, -0.626, 0.251], [0.120, -0.005, 0.046], [0.055, 0.014, -0.110], [-0.137, -0.414, -0.062], [0.081, -0.037, -0.092], [0.074, 0.167, 0.090], [-0.615, 0.208, 0.107], [0.067, 0.548, 0.141], [-0.354, -0.757, -0.541], [0.017, -0.067, 0.156], [0.067, 0.175, -0.049], [-0.102, -0.489, -0.325], [-0.094, 0.067, -0.564], [-0.086, -0.075, 0.048], [-0.955, 0.318, 1.350], [1.356, -0.551, -0.638], [0.850, -0.436, -0.165], [-1.034, 0.430, 0.483], [-0.182, 0.206, -0.648], [-0.134, 0.041, 1.561], [0.713, -0.013, -1.211], [0.095, -0.131, -0.887], [-1.589, -0.100, -0.472], [-0.396, -0.017, 0.490], [1.510, -0.008, 0.557], [-0.210, 0.362, -0.355], [0.026, -0.241, 0.834], [0.338, 0.059, -1.689], [-0.011, -0.273, 0.015], [-0.241, 0.079, -0.413], [0.344, 0.140, 0.064], [0.228, -0.331, 0.488], [-0.075, 0.346, 0.224], [-0.609, 0.025, -0.145], [1.111, 3.187, -2.584], [-2.628, -3.557, 0.025], [2.306, 1.157, 2.213], [0.216, -0.071, -0.240], [0.123, -0.317, 0.182], [0.205, 0.048, 0.524], [-0.847, 0.039, -0.941], [-0.340, -0.896, -0.689], [-0.169, 0.317, 0.451], [0.045, 1.271, 0.903], [-0.271, -0.299, -0.528], [1.351, 0.063, 0.797], [-0.557, 0.065, -0.071], [-0.964, 0.594, -0.738], [0.634, -0.691, 0.381]], "lowdin_spin": [1.02, 0.00, 0.00, 0.00, 0.00, 0.00, 0.00, 0.00, 0.00, 0.00, 0.00, 0.00, 0.00, 0.00, 0.00, 0.00, 0.00, 0.00, 0.00, 0.00, 0.00, 0.00, 0.00, 0.00, 0.00, 0.00, 0.00, 0.00, 0.00, 0.00, 0.00, 0.00, 0.00, 0.00, 0.00, 0.00, 0.00, 0.00, 0.00, 0.00, 0.00, 0.00, 0.00, 0.00, 0.00, 0.00, 0.00, 0.00, 0.00, 0.00, 0.00, 0.00, 0.00, 0.00, 0.00, 0.00, 0.00, 0.00, 0.00, 0.00, 0.00, 0.00, 0.00, 0.00, 0.00, 0.00, 0.00, 0.00, 0.00, 0.00, 0.00, 0.00, 0.00, 0.00, 0.00, 0.00, 0.00, 0.00, 0.00, 0.00, 0.00, 0.00, 0.00, 0.00, 0.00, 0.00, 0.00, 0.00, 0.00, 0.00, 0.00, 0.00, 0.00, 0.00, 0.00, 0.00, 0.00, 0.00, 0.00, 0.00, 0.00, 0.00, 0.00, 0.00, 0.00], "orbital_gap_ev": [6.150, 6.155], "max_force_ev_per_a": 4.42, "s2": 0.751, "e_tot_ha": -9221.5273, "spin_multiplicity": 2, "relative_energy_ev": 0.018, "total_charge": -1, "homo_ev": [-4.21, -4.21]}

(2)
{"formula": "C42H46BrCsN8O2S", "method": "wB97M-V/def2-TZVPD", "symbols": ["Cs", "C", "C", "C", "N", "C", "C", "C", "C", "C", "C", "C", "N", "C", "C", "C", "N", "C", "C", "C", "C", "C", "C", "C", "N", "C", "C", "H", "H", "H", "H", "H", "H", "H", "H", "H", "H", "H", "H", "H", "H", "H", "H", "H", "H", "H", "H", "H", "H", "H", "H", "H", "H", "O", "C", "C", "C", "C", "C", "C", "C", "O", "N", "N", "C", "C", "Br", "C", "C", "C", "C", "C", "C", "C", "H", "H", "H", "H", "H", "H", "H", "H", "H", "H", "H", "H", "H", "H", "C", "N", "C", "C", "N", "C", "S", "H", "H", "H", "H", "H", "H"], "xyz": [[-0.283050, -0.100621, 0.087861], [1.173253, -3.799862, 1.029422], [0.458908, -3.821129, 2.380841], [-0.198363, -2.449471, 2.866138], [-1.302608, -1.976508, 2.033167], [-2.467179, -2.480889, 1.975279], [-2.859147, -3.514864, 2.904748], [-4.122652, -4.109236, 3.093424], [-5.340520, -3.647236, 2.673567], [-5.555457, -2.431994, 2.042533], [-4.807162, -1.730327, 1.147630], [-3.374038, -1.909313, 0.884283], [-2.810285, -1.696439, -0.252475], [-3.613962, -1.336401, -1.460281], [-2.716598, -1.111548, -2.699954], [-1.778172, -2.259484, -3.165050], [-0.405164, -2.194159, -2.582231], [0.499848, -2.991242, -3.094501], [0.461016, -3.574108, -4.390836], [1.516845, -4.191469, -5.063134], [2.614185, -4.963621, -4.683875], [3.058914, -5.114623, -3.341256], [2.616028, -4.331251, -2.244229], [1.710996, -3.204005, -2.173475], [1.998822, -2.236215, -1.396317], [2.960136, -2.338139, -0.289439], [2.620537, -3.230734, 0.911553], [0.526545, -3.262719, 0.310682], [1.218016, -4.847319, 0.634371], [1.097273, -4.166288, 3.246468], [-0.276866, -4.637672, 2.310592], [0.544122, -1.687020, 2.728312], [-0.502167, -2.560881, 3.918234], [-2.035751, -3.894214, 3.493763], [-4.164449, -5.038703, 3.655508], [-6.184944, -4.288105, 2.835531], [-6.585409, -2.034922, 2.098369], [-5.325437, -1.067161, 0.484760], [-4.137103, -0.347829, -1.321196], [-4.464866, -2.052507, -1.700015], [-2.155758, -0.173730, -2.653869], [-3.404747, -0.938861, -3.562261], [-1.771440, -2.171323, -4.268507], [-2.159097, -3.310998, -2.999408], [-0.447495, -3.504190, -4.984460], [1.452996, -3.956667, -6.165409], [3.173337, -5.455141, -5.475686], [3.898381, -5.799228, -3.195024], [3.025386, -4.547741, -1.256322], [3.063376, -1.288617, 0.064018], [3.980491, -2.547271, -0.670299], [2.785948, -2.631814, 1.801961], [3.332334, -4.131534, 0.885475], [3.347697, -1.064216, 3.007115], [3.669748, -0.293130, 3.965577], [4.859711, -0.470014, 4.753214], [5.166816, 0.384251, 5.817471], [4.344415, 1.437169, 6.132751], [3.170046, 1.627831, 5.437589], [2.771291, 0.801115, 4.398339], [1.464020, 0.997610, 3.599855], [1.535458, 0.392907, 2.370308], [1.164226, 2.398437, 3.486979], [0.196210, 2.693672, 2.609963], [-0.303722, 3.896087, 2.898558], [-1.131217, 4.528499, 1.908764], [-1.676216, 3.466398, 0.306338], [-1.457620, 5.868548, 1.936537], [-1.767995, 6.592197, 0.732578], [-1.261056, 6.317287, -0.577988], [-1.668756, 7.071728, -1.642908], [-2.698339, 7.978534, -1.559222], [-3.245246, 8.202437, -0.327516], [-2.697608, 7.642587, 0.814331], [2.329151, -0.298006, 2.508139], [5.454381, -1.327806, 4.585375], [6.025109, 0.191023, 6.435501], [4.706500, 2.243005, 6.762091], [2.392056, 2.330143, 5.771880], [0.623658, 0.526389, 4.268518], [1.879603, 3.090995, 3.629145], [0.061418, 4.488631, 3.728871], [-1.494053, 6.474473, 2.816724], [-0.544931, 5.561556, -0.803094], [-1.237780, 6.935941, -2.640044], [-3.078349, 8.456973, -2.444414], [-4.141097, 8.793443, -0.195921], [-3.060204, 8.111107, 1.786387], [0.363083, 4.181843, -4.976027], [0.769297, 2.790219, -4.917785], [0.686451, 1.908308, -6.022728], [1.107205, 0.695472, -5.603458], [1.516805, 0.828574, -4.281473], [1.326669, 2.096421, -3.828044], [1.533217, 2.653719, -2.311715], [1.190561, 4.752422, -5.471209], [0.350218, 4.571587, -3.923183], [-0.635565, 4.389430, -5.461204], [0.423988, 2.262733, -6.993621], [1.236588, -0.221166, -6.199791], [1.896349, 0.129976, -3.696533]], "atomic_forces_ev_per_a": [[0.443, -0.002, -0.531], [0.136, -0.320, -1.283], [-0.044, 0.063, 1.289], [-0.794, -1.369, -1.002], [1.695, 0.506, -0.868], [-0.739, -0.131, 1.218], [-1.391, -0.546, -0.197], [1.795, 0.236, -0.281], [-0.160, -0.163, 0.552], [-1.610, 0.562, -1.203], [1.679, -0.178, 0.357], [-0.966, -1.049, -0.236], [-0.491, 0.259, -1.179], [-0.112, 0.662, 0.689], [-0.599, -0.990, -0.566], [1.015, -0.224, -0.103], [-1.136, -0.572, -0.169], [-0.353, 0.400, 0.697], [0.281, -0.509, 0.341], [0.241, -0.035, -1.386], [-0.077, 0.617, 0.284], [-1.028, 1.642, 1.086], [0.440, -2.470, -1.069], [0.959, 0.860, -1.458], [-0.957, 0.511, 1.419], [0.444, 1.418, -0.942], [0.033, -1.477, 0.382], [0.076, -0.216, 0.297], [-0.246, 0.710, 0.289], [-0.077, 0.426, -0.921], [-0.229, 0.530, 0.034], [0.600, 0.297, 0.568], [0.252, 0.141, 0.004], [-0.091, -0.257, -0.117], [0.243, -0.003, 0.155], [-0.537, 0.058, 0.452], [0.190, -0.512, -0.166], [-0.143, 0.625, 0.017], [0.225, -0.631, 0.160], [1.096, 0.366, 0.410], [0.234, -0.147, 0.361], [0.144, -0.088, 0.543], [0.262, 0.031, 0.082], [-0.101, 1.083, 0.192], [0.218, 0.631, 0.048], [-0.118, -1.061, 0.803], [0.066, 0.160, 0.076], [-0.302, 0.078, 0.285], [0.226, -0.173, -0.405], [-0.167, -0.550, 0.047], [-0.288, -0.322, 0.099], [0.484, -0.258, 0.040], [-0.821, 1.265, 0.391], [0.347, -0.328, -0.368], [-0.074, 1.232, 1.755], [-1.157, 0.988, 0.542], [-0.278, -0.788, -0.939], [0.487, 1.169, 0.378], [-1.793, -0.346, -0.639], [1.104, -0.612, -0.791], [0.125, -1.292, 1.992], [0.247, 0.013, -0.121], [-0.082, -0.631, -0.006], [-1.323, 2.994, 1.857], [0.332, -2.529, -2.105], [-0.592, 1.702, -0.620], [0.485, 0.350, 1.552], [0.765, -2.387, -1.109], [-0.953, 0.940, -1.390], [-0.217, 0.649, 1.127], [0.291, -0.016, -1.378], [-0.374, -0.019, -0.088], [-0.467, 0.605, 0.612], [-0.357, 0.459, 0.993], [-0.431, -0.131, -0.482], [0.568, -0.760, -0.402], [0.463, -0.013, -0.006], [-0.188, -0.279, 0.539], [0.688, 0.210, -0.041], [0.892, 0.670, -1.217], [0.213, -0.079, 0.114], [-0.017, 0.049, 0.160], [0.495, -0.127, 0.775], [0.481, -0.382, 0.389], [0.089, -0.276, 0.437], [-0.123, 0.131, -0.172], [0.125, 0.448, -0.135], [0.479, -1.304, -1.048], [0.705, 0.946, 0.837], [0.071, -1.276, -0.477], [0.307, 0.132, 1.368], [0.459, -0.231, -0.609], [-0.555, 1.028, -1.161], [-1.343, 0.328, -1.705], [0.339, 0.609, 1.188], [-0.879, -0.224, 0.090], [-0.168, -0.482, -0.866], [1.146, -0.644, 0.428], [-0.289, 0.005, -0.274], [-0.129, 0.590, 0.729], [0.183, -0.981, 0.698]], "mulliken_charge": [1.22, 0.06, -1.05, 0.01, 0.07, 0.34, -0.60, -0.69, -0.48, -0.33, -0.99, 0.87, 0.02, -1.04, -0.66, -0.68, 0.12, 0.08, -0.79, -0.57, -0.42, -0.55, -0.80, 1.39, -0.05, -1.40, -0.11, -0.17, 0.38, 0.32, 0.52, -0.60, 0.38, 0.13, 0.30, 0.31, 0.27, 0.24, 0.30, 0.32, 0.11, 0.39, 0.21, 0.36, 0.23, 0.14, 0.30, 0.32, 0.15, 0.42, 0.17, 0.35, 0.33, -0.58, 0.17, -0.94, -0.20, -0.94, -0.29, 0.21, 0.32, -0.30, -0.04, -0.27, -0.40, 0.16, -0.08, -1.00, 0.96, -0.53, -0.45, -0.55, -0.47, -0.48, 0.01, 0.43, 0.36, 0.28, 0.35, -0.04, 0.43, 0.37, 0.35, 0.74, 0.31, 0.38, 0.35, 0.20, -0.74, 0.25, -0.40, -0.49, 0.12, -0.10, -0.34, 0.32, 0.10, 0.29, 0.44, 0.39, 0.15], "orbital_gap_ev": 4.421, "max_force_ev_per_a": 3.76, "e_tot_ha": -5208.7083, "spin_multiplicity": 1, "relative_energy_ev": 0.508, "total_charge": -2, "homo_ev": -1.11}